A single C4H8O2 molecule, computed with ωB97M-V with the def2-TZVPD basis set.

Values from the calculation:
E_LUMO = 0.79 eV
DFT total energy = -307.57159 a.u.
Frontier orbital gap = 9.47 eV
Energy above the lowest of the compared OMol25 structures with the same formula, charge and spin = 3.8324 eV

Last column: natural (NBO) charge in e.
Positions of all 14 atoms, in Å:
1 C 1.847 -0.431 -1.217  -0.25
2 O 1.052 0.138 -0.168  -0.54
3 C 0.556 -0.726 0.699  0.28
4 C -0.544 0.010 1.425  -0.59
5 C -1.622 0.143 0.321  -0.06
6 O -1.465 1.321 -0.434  -0.72
7 H 1.201 -0.535 -2.094  0.19
8 H 2.211 -1.409 -0.896  0.21
9 H 2.660 0.263 -1.433  0.19
10 H -1.563 -0.751 -0.326  0.16
11 H -0.272 1.019 1.763  0.23
12 H -0.910 -0.578 2.273  0.22
13 H -2.626 0.160 0.746  0.19
14 H -0.525 1.377 -0.660  0.47



2 unconnected molecules or ions with the total composition C5H11ClFN5O6PS in a non-equilibrium geometry, computed with ωB97M-V with the def2-TZVPD basis set.

Values from the calculation:
Total charge = -1
E_LUMO = 0.31 eV
DFT total energy = -2221.89764 a.u.
Frontier orbital gap = 2.61 eV

Last column: natural (NBO) charge in e.
Positions of all 31 atoms, in Å:
1 C 2.117 0.762 -0.740  -0.66
2 C 1.934 -0.694 -1.101  0.16
3 F 1.905 -0.872 -2.492  -0.39
4 C 0.768 -1.396 -0.429  -0.32
5 N -0.408 -0.553 -0.160  -0.51
6 C -1.049 0.223 -0.986  0.61
7 N -0.764 0.436 -2.277  -0.45
8 C -1.644 1.307 -2.715  0.29
9 N -2.507 1.631 -1.751  -0.21
10 Cl -3.789 2.700 -2.005  0.28
11 N -2.179 0.967 -0.596  -0.58
12 P -2.967 1.014 0.926  2.34
13 N -4.287 1.777 0.899  -1.33
14 O -3.163 -0.526 1.266  -0.96
15 O -1.934 1.601 1.983  -0.95
16 H 3.172 0.991 -0.853  0.25
17 H 1.855 0.965 0.294  0.24
18 H 1.597 1.418 -1.440  0.18
19 H 2.831 -1.211 -0.751  0.28
20 H 0.513 -2.259 -1.041  0.22
21 H 1.119 -1.804 0.538  0.35
22 H -0.756 -0.602 0.783  0.41
23 H -1.708 1.733 -3.699  0.24
24 H -4.286 2.550 1.551  0.40
25 H -2.960 -1.097 0.513  0.52
26 H -1.597 0.864 2.519  0.53
27 O 3.219 -1.109 3.487  -1.12
28 S 3.654 -1.991 2.370  2.56
29 O 2.469 -2.811 1.900  -1.16
30 O 4.755 -2.873 2.800  -1.08
31 O 4.086 -1.140 1.207  -1.15



A molecular structure, C4H2O2Rh in a non-equilibrium geometry, computed with ωB97M-V with the def2-TZVPD basis set.

Values from the calculation:
Total charge = +2
E_LUMO (spin up / spin down) = -10.41 / -14.11 eV
DFT total energy = -413.39369 a.u.
Frontier orbital gap (spin up / spin down) = 9.86 / 5.98 eV
Multiplicity = 6
Energy above the lowest of the compared OMol25 structures with the same formula, charge and spin = 1.8258 eV

Last column: natural (NBO) charge in e.
Positions of all 9 atoms, in Å:
1 H 0.821 -2.406 -0.622  0.30
2 C 0.207 -1.512 -0.604  0.10
3 C -0.202 -0.490 0.043  0.00
4 C -2.215 1.178 -0.131  0.26
5 C -1.308 0.377 -0.100  -0.05
6 H -3.011 1.895 -0.023  0.31
7 O 2.343 -0.102 1.115  -0.08
8 O 1.094 0.497 0.967  -0.22
9 Rh 2.272 0.563 -0.646  1.37



2 unconnected molecules or ions with the total composition C17H17F3N in a non-equilibrium geometry, computed with ωB97M-V with the def2-TZVPD basis set.

Values from the calculation:
Total charge = +1
E_LUMO = -6.67 eV
DFT total energy = -1012.02414 a.u.
Frontier orbital gap = 4.38 eV
Energy above the lowest of the compared OMol25 structures with the same formula, charge and spin = 2.1343 eV

Last column: natural (NBO) charge in e.
Positions of all 38 atoms, in Å:
1 F 2.839 3.256 1.745  -0.30
2 C 2.733 1.880 1.739  0.41
3 C 3.906 1.133 1.766  -0.22
4 C 3.745 -0.253 1.742  0.39
5 F 4.881 -1.032 1.744  -0.30
6 C 2.510 -0.871 1.688  -0.17
7 C 1.304 -0.093 1.626  -0.14
8 C 0.082 -0.814 1.535  0.12
9 C -1.274 -0.385 1.638  -0.19
10 C -2.279 -1.407 1.677  -0.08
11 C -3.630 -1.108 1.734  -0.21
12 C -4.068 0.225 1.765  -0.14
13 C -3.095 1.219 1.760  0.38
14 F -3.506 2.534 1.771  -0.30
15 C -1.730 0.964 1.724  -0.13
16 C 1.459 1.326 1.680  -0.19
17 H 4.883 1.601 1.806  0.28
18 H 2.441 -1.958 1.692  0.25
19 H 0.216 -1.901 1.533  0.24
20 H -1.951 -2.448 1.671  0.23
21 H -4.369 -1.910 1.744  0.25
22 H -5.123 0.479 1.799  0.26
23 H -1.038 1.796 1.758  0.22
24 H 0.601 1.986 1.670  0.23
25 C 0.812 -0.251 -3.873  -0.41
26 C -0.729 -0.418 -3.880  -0.41
27 C -1.170 -0.426 -2.394  -0.21
28 N 0.007 -0.120 -1.656  -0.62
29 C 1.229 -0.167 -2.383  -0.21
30 H 1.300 -1.094 -4.369  0.22
31 H 1.092 0.675 -4.384  0.22
32 H -1.195 0.428 -4.395  0.22
33 H -1.021 -1.345 -4.379  0.22
34 H -1.964 0.318 -2.211  0.19
35 H -1.586 -1.419 -2.126  0.17
36 H -0.003 -0.082 -0.652  0.37
37 H 1.847 -1.048 -2.111  0.17
38 H 1.846 0.729 -2.193  0.19



A molecular structure, C49H59AsN2RuTe in a non-equilibrium geometry, computed with ωB97M-V with the def2-TZVPD basis set.

Values from the calculation:
Total charge = +1
E_LUMO (spin up / spin down) = -1.97 / -4.40 eV
DFT total energy = -4610.48827 a.u.
Frontier orbital gap (spin up / spin down) = 7.90 / 5.51 eV
Multiplicity = 6
Energy above the lowest of the compared OMol25 structures with the same formula, charge and spin = 0.0000 eV

Last column: Löwdin spin population.
Positions of all 113 atoms, in Å:
1 Ru 0.220 0.504 0.160  3.12
2 C -2.816 1.213 -3.079  0.00
3 C -3.623 0.858 -1.826  0.00
4 C -4.299 2.116 -1.284  0.00
5 C -2.785 0.135 -0.790  0.05
6 C -2.481 -1.220 -0.949  0.04
7 C -1.889 -1.952 0.072  0.04
8 C -1.598 -1.371 1.314  0.02
9 C -1.229 -2.219 2.499  0.00
10 C -1.823 0.004 1.456  0.00
11 C -2.398 0.744 0.404  0.01
12 H -3.469 1.682 -3.815  0.00
13 H -2.371 0.333 -3.539  0.00
14 H -2.013 1.914 -2.834  0.00
15 H -4.402 0.150 -2.124  0.00
16 H -3.564 2.906 -1.109  0.00
17 H -4.841 1.921 -0.357  0.00
18 H -5.010 2.487 -2.021  0.00
19 H -2.764 -1.722 -1.866  0.00
20 H -1.722 -3.016 -0.063  0.00
21 H -2.117 -2.755 2.840  0.00
22 H -0.874 -1.606 3.327  0.00
23 H -0.469 -2.960 2.252  0.00
24 H -1.718 0.469 2.429  0.00
25 H -2.711 1.758 0.611  0.00
26 C 7.762 4.020 -2.321  0.00
27 C 6.305 3.792 -2.037  0.00
28 C 5.772 2.514 -1.967  0.00
29 C 4.424 2.282 -1.709  0.01
30 C 3.994 0.845 -1.574  0.00
31 C 3.566 3.386 -1.551  0.03
32 As 1.660 3.270 -1.032  0.13
33 N 0.966 1.628 -1.492  0.26
34 C 0.887 1.109 -2.769  0.02
35 C 0.393 -0.197 -2.962  0.04
36 C 0.366 -0.785 -4.211  0.00
37 C 0.807 -0.086 -5.326  0.04
38 C 1.282 1.208 -5.163  0.00
39 C 1.336 1.792 -3.911  0.03
40 C 0.562 4.446 -2.224  0.03
41 C 0.911 4.984 -3.468  0.01
42 C 2.259 4.848 -4.132  0.00
43 C -0.041 5.707 -4.189  0.00
44 C -1.319 5.932 -3.722  0.00
45 C -2.328 6.701 -4.527  0.00
46 C -1.646 5.426 -2.468  0.00
47 C -0.734 4.708 -1.713  0.00
48 C -1.176 4.258 -0.347  0.00
49 C 4.112 4.680 -1.506  0.01
50 C 3.285 5.893 -1.156  0.00
51 C 5.458 4.863 -1.781  0.00
52 H 8.267 3.090 -2.576  0.00
53 H 8.260 4.455 -1.453  0.00
54 H 7.885 4.718 -3.151  0.00
55 H 6.432 1.663 -2.096  0.00
56 H 4.850 0.223 -1.312  0.00
57 H 3.577 0.472 -2.511  0.00
58 H 3.241 0.729 -0.796  0.00
59 H 0.019 -0.736 -2.096  0.01
60 H -0.009 -1.795 -4.327  0.00
61 H 0.792 -0.546 -6.305  0.00
62 H 1.612 1.773 -6.026  0.00
63 H 1.751 2.779 -3.791  0.00
64 H 2.973 4.289 -3.538  0.00
65 H 2.679 5.837 -4.323  0.00
66 H 2.149 4.357 -5.101  0.00
67 H 0.249 6.108 -5.155  0.00
68 H -1.861 7.181 -5.384  0.00
69 H -2.807 7.467 -3.917  0.00
70 H -3.110 6.031 -4.892  0.00
71 H -2.637 5.609 -2.065  0.00
72 H -2.200 4.579 -0.151  0.00
73 H -0.535 4.675 0.430  0.00
74 H -1.134 3.173 -0.267  0.00
75 H 2.410 5.629 -0.559  0.00
76 H 2.934 6.412 -2.049  0.00
77 H 3.888 6.597 -0.583  0.00
78 H 5.870 5.867 -1.772  0.00
79 N 1.520 -1.581 -0.225  0.07
80 C 2.388 -2.121 0.805  0.01
81 C 2.166 -1.792 2.134  0.01
82 C 2.959 -2.338 3.131  0.00
83 C 3.971 -3.228 2.803  0.00
84 C 4.204 -3.546 1.473  0.00
85 C 3.414 -2.997 0.475  0.00
86 H 0.738 -2.217 -0.361  0.00
87 H 2.020 -1.547 -1.109  0.00
88 H 1.374 -1.096 2.378  0.01
89 H 2.779 -2.075 4.165  0.00
90 H 4.575 -3.675 3.581  0.00
91 H 4.997 -4.232 1.209  0.00
92 H 3.589 -3.256 -0.563  0.00
93 C 5.844 3.713 6.235  0.00
94 C 4.853 3.112 5.279  0.01
95 C 3.653 2.567 5.718  0.00
96 C 2.685 2.119 4.829  0.02
97 C 1.403 1.530 5.352  0.03
98 C 2.938 2.224 3.461  0.10
99 Te 1.290 1.959 2.116  0.71
100 C 4.176 2.660 2.990  0.02
101 C 4.531 2.681 1.531  0.01
102 C 5.113 3.108 3.914  0.00
103 H 5.585 3.498 7.270  0.00
104 H 5.862 4.797 6.107  0.00
105 H 6.850 3.343 6.037  0.00
106 H 3.455 2.501 6.782  0.00
107 H 1.453 1.392 6.431  0.00
108 H 1.211 0.557 4.892  0.01
109 H 0.551 2.180 5.132  0.01
110 H 3.934 1.964 0.966  0.01
111 H 5.583 2.438 1.388  0.00
112 H 4.362 3.672 1.107  0.00
113 H 6.069 3.471 3.554  0.00



A molecular structure, C11H24CsF3N4Se3Te, computed with ωB97M-V with the def2-TZVPD basis set.

Values from the calculation:
Total charge = -2
E_LUMO = 3.93 eV
DFT total energy = -8444.68697 a.u.
Frontier orbital gap = 4.72 eV
Energy above the lowest of the compared OMol25 structures with the same formula, charge and spin = 0.2324 eV

Last column: natural (NBO) charge in e.
Positions of all 47 atoms, in Å:
1 Cs 0.416 2.697 -0.810  0.87
2 C 2.059 -2.341 -0.894  -0.41
3 C 1.370 -1.865 -2.170  -0.23
4 N 0.271 -0.945 -1.954  -0.64
5 C -0.949 -1.568 -1.510  -0.21
6 C -2.132 -0.623 -1.648  -0.23
7 N -2.034 0.570 -0.822  -0.66
8 C -3.013 0.712 0.232  -0.21
9 C -2.699 -0.099 1.487  -0.41
10 C -1.692 0.543 2.439  -0.22
11 N -0.314 0.519 1.988  -0.64
12 C 0.346 -0.746 2.182  -0.21
13 C 1.842 -0.652 1.925  -0.22
14 N 2.205 -0.317 0.569  -0.63
15 C 2.936 -1.296 -0.213  -0.23
16 H 2.703 -3.186 -1.170  0.19
17 H 1.333 -2.748 -0.179  0.18
18 H 1.026 -2.757 -2.731  0.13
19 H 2.110 -1.355 -2.793  0.24
20 H 0.118 -0.385 -2.787  0.39
21 H -0.847 -1.883 -0.465  0.17
22 H -1.176 -2.488 -2.091  0.14
23 H -3.062 -1.163 -1.417  0.16
24 H -2.193 -0.308 -2.697  0.21
25 H -1.984 1.385 -1.420  0.39
26 H -4.024 0.437 -0.125  0.14
27 H -3.063 1.770 0.510  0.20
28 H -2.381 -1.108 1.204  0.19
29 H -3.633 -0.232 2.047  0.19
30 H -1.787 0.044 3.425  0.14
31 H -1.968 1.587 2.594  0.23
32 H 0.188 1.288 2.418  0.39
33 H -0.083 -1.487 1.499  0.18
34 H 0.193 -1.135 3.211  0.13
35 H 2.297 -1.616 2.196  0.17
36 H 2.260 0.085 2.627  0.18
37 H 2.596 0.600 0.477  0.37
38 H 3.678 -1.815 0.421  0.14
39 H 3.495 -0.757 -0.984  0.25
40 Se 4.411 0.526 -3.515  -0.72
41 Se 2.792 2.252 -3.367  -0.34
42 Te 0.875 1.369 -4.876  0.09
43 Se -1.181 2.492 -3.944  -0.91
44 F 0.173 3.125 3.563  -0.46
45 C -0.172 3.806 2.354  0.43
46 F 0.270 5.107 2.664  -0.44
47 F -1.576 3.961 2.551  -0.46



A single C22H14N2O3 molecule in a non-equilibrium geometry, computed with ωB97M-V with the def2-TZVPD basis set.

Values from the calculation:
E_LUMO = -1.23 eV
DFT total energy = -1181.91389 a.u.
Frontier orbital gap = 6.67 eV

Last column: natural (NBO) charge in e.
Positions of all 41 atoms, in Å:
1 N -5.447 6.859 3.059  -0.30
2 C -5.292 5.889 2.436  0.24
3 C -5.098 4.781 1.562  -0.32
4 C -3.963 3.969 1.649  -0.13
5 C -3.659 2.905 0.679  0.22
6 C -4.533 2.507 -0.319  -0.26
7 C -3.769 1.578 -1.095  -0.27
8 C -2.554 1.440 -0.490  0.26
9 C -1.491 0.457 -0.891  -0.26
10 C -0.428 0.068 -0.122  0.17
11 N -0.192 0.549 1.146  -0.61
12 C 1.064 0.142 1.553  0.64
13 O 1.522 0.605 2.602  -0.59
14 C 1.598 -0.831 0.588  -0.12
15 C 2.852 -1.569 0.713  -0.08
16 C 4.066 -0.985 1.173  -0.19
17 C 5.184 -1.776 1.393  -0.16
18 C 5.155 -3.155 1.171  -0.22
19 C 3.954 -3.744 0.731  -0.22
20 C 2.834 -2.967 0.495  -0.18
21 C 0.683 -0.859 -0.466  0.06
22 C 0.787 -1.632 -1.681  0.21
23 C 1.927 -2.014 -2.286  -0.26
24 C 1.549 -2.675 -3.475  -0.30
25 C 0.181 -2.640 -3.527  0.09
26 O -0.297 -1.984 -2.423  -0.40
27 O -2.437 2.309 0.568  -0.41
28 H -5.888 4.581 0.874  0.23
29 H -3.211 4.230 2.383  0.23
30 H -5.557 2.810 -0.524  0.24
31 H -4.085 1.064 -1.967  0.23
32 H -1.591 0.025 -1.891  0.24
33 H -0.531 1.418 1.524  0.43
34 H 4.060 0.091 1.379  0.23
35 H 6.103 -1.296 1.715  0.21
36 H 6.040 -3.785 1.348  0.22
37 H 3.883 -4.812 0.607  0.22
38 H 1.900 -3.447 0.208  0.22
39 H 2.929 -1.865 -1.938  0.25
40 H 2.209 -3.138 -4.215  0.24
41 H -0.456 -3.100 -4.246  0.21



A molecular structure, C13H15ClCoN5O2S in a non-equilibrium geometry, computed with ωB97M-V with the def2-TZVPD basis set.

Values from the calculation:
Total charge = +2
E_LUMO (spin up / spin down) = -7.89 / -7.90 eV
DFT total energy = -3169.15080 a.u.
Frontier orbital gap (spin up / spin down) = 7.22 / 7.21 eV
Energy above the lowest of the compared OMol25 structures with the same formula, charge and spin = 0.4100 eV

Last column: natural (NBO) charge in e.
Positions of all 38 atoms, in Å:
1 Co 0.794 0.516 -0.171  0.95
2 C -2.023 3.323 -1.282  -0.69
3 C -1.268 2.115 -0.902  0.29
4 N -0.083 2.176 -0.351  -0.16
5 O 0.445 3.430 -0.206  -0.50
6 C -1.764 0.787 -1.118  0.08
7 C -3.115 0.446 -1.618  -0.67
8 N -0.860 -0.117 -0.816  0.12
9 O -0.906 -1.344 -0.899  -0.41
10 H -1.347 4.102 -1.628  0.28
11 H -2.560 3.717 -0.415  0.27
12 H -2.748 3.086 -2.055  0.26
13 H 1.195 3.380 0.402  0.50
14 H -3.861 1.131 -1.219  0.25
15 H -3.367 -0.570 -1.319  0.27
16 H -3.153 0.503 -2.708  0.26
17 Cl 2.032 -1.865 4.480  0.11
18 C 0.894 -0.893 3.657  -0.06
19 C -0.268 -0.436 4.278  -0.12
20 C -1.142 0.352 3.547  -0.20
21 C -0.847 0.659 2.231  0.06
22 N 0.261 0.215 1.638  -0.47
23 C 1.122 -0.546 2.333  0.00
24 H -0.473 -0.692 5.308  0.27
25 H -2.051 0.729 3.993  0.26
26 H -1.504 1.273 1.631  0.22
27 H 2.025 -0.885 1.822  0.22
28 S 1.948 0.800 -2.069  0.02
29 C 2.115 -0.845 -1.823  0.27
30 N 2.474 -1.737 -2.783  -0.48
31 C 2.579 -3.053 -2.503  0.17
32 C 2.277 -3.496 -1.239  -0.30
33 C 1.867 -2.541 -0.301  0.21
34 N 1.814 -1.252 -0.589  -0.53
35 H 2.671 -1.392 -3.717  0.47
36 H 2.891 -3.702 -3.310  0.27
37 H 2.344 -4.542 -0.985  0.29
38 H 1.592 -2.831 0.704  0.24